Here is 12 unconnected molecules or ions with the total composition C35H70Br10O11 in a non-equilibrium geometry from OMol25. Energies are from ωB97M-V/def2-TZVPD.

Computed properties:
Gap between HOMO and LUMO (eV): 8.974
Calculated total energy (a.u.): -27943.417592
Maximum force (eV Å⁻¹): 5.7
HOMO (hartree): -0.3225
Charge: 0
LUMO level (eV): 0.20

Element x y z (Å)
C1 -3.16175 -19.09411 -0.80439
C2 -1.99688 -18.13088 -0.64408
O1 -2.37678 -16.76439 -0.91204
C3 -3.18914 -16.14486 -0.08609
C4 -3.55844 -14.80639 -0.59520
O2 -3.54261 -16.58567 0.93396
H1 -2.77088 -20.11813 -0.78139
H2 -3.61722 -19.01268 -1.79977
H3 -3.94138 -19.01438 -0.04930
H4 -1.54457 -18.22375 0.35168
H5 -1.23379 -18.37326 -1.38002
H6 -2.79990 -14.06791 -0.33501
H7 -4.50894 -14.51593 -0.16327
H8 -3.63142 -14.80945 -1.67994
C5 -10.49506 -21.35840 6.03850
C6 -9.96434 -21.79592 7.35919
O3 -10.95943 -21.73435 8.39909
C7 -11.64866 -22.85279 8.61491
C8 -12.58150 -22.76776 9.81900
O4 -11.57253 -23.75172 7.90311
H9 -9.71611 -21.50970 5.28658
H10 -10.84040 -20.32422 6.03284
H11 -11.32154 -22.01356 5.76262
H12 -9.66069 -22.83544 7.18505
H13 -9.09585 -21.24354 7.69848
H14 -12.68390 -21.73590 10.15757
H15 -12.22412 -23.40902 10.61656
H16 -13.57861 -23.07670 9.51402
C9 -11.92418 -14.43546 0.60846
C10 -12.13685 -13.25726 1.48460
O5 -12.66471 -13.66873 2.78322
C11 -12.69321 -12.72476 3.72186
C12 -13.22140 -13.23397 5.00212
O6 -12.33395 -11.61589 3.51560
H17 -11.78710 -14.02478 -0.39004
H18 -12.78759 -15.10950 0.63577
H19 -11.08416 -15.05358 0.91643
H20 -11.15662 -12.76154 1.60877
H21 -12.78001 -12.50525 1.01837
H22 -14.24999 -13.57566 4.85545
H23 -13.21965 -12.43596 5.72812
H24 -12.64182 -14.08544 5.34930
C13 -8.10145 -15.09649 1.58340
C14 -6.97433 -15.88767 2.12851
O7 -7.51253 -17.00759 2.85819
C15 -7.55412 -18.17672 2.26166
C16 -7.82184 -19.22217 3.20976
O8 -7.35140 -18.37687 1.13254
H25 -8.59248 -15.68046 0.79946
H26 -7.83986 -14.11975 1.19746
H27 -8.82586 -14.98931 2.39839
H28 -6.25810 -16.20151 1.37736
H29 -6.44569 -15.31906 2.89328
H30 -8.64114 -19.83593 2.77906
H31 -8.18638 -18.85982 4.16082
H32 -6.97675 -19.90376 3.21174
C17 -8.43868 -17.25150 -2.00827
C18 -8.70532 -18.05491 -3.25851
C19 -9.38948 -19.35043 -3.13981
O9 -8.42999 -17.62471 -4.31346
H33 -8.96486 -17.61758 -1.12498
H34 -8.76862 -16.22005 -2.18638
H35 -7.36925 -17.22182 -1.80222
H36 -9.27160 -19.79428 -2.15359
H37 -9.11697 -20.02731 -3.93111
H38 -10.47003 -19.12983 -3.20539
C20 -11.13980 -20.96661 1.01695
C21 -11.28966 -21.76055 -0.21180
C22 -11.96324 -23.09122 -0.06547
O10 -10.85214 -21.35879 -1.27393
H39 -12.03601 -20.93782 1.63361
H40 -10.86812 -19.93770 0.75965
H41 -10.27959 -21.36740 1.56268
H42 -11.60460 -23.57548 0.86045
H43 -11.73416 -23.71655 -0.90775
H44 -13.03378 -22.94207 0.09890
C23 -7.81672 -11.37069 -0.07170
C24 -8.88978 -11.85484 -0.98920
C25 -10.06963 -10.90450 -1.17743
O11 -8.76039 -12.90054 -1.64024
H45 -6.84319 -11.80604 -0.27739
H46 -8.04213 -11.57458 0.98651
H47 -7.70017 -10.27950 -0.12831
H48 -9.68868 -9.87389 -1.19866
H49 -10.76543 -10.94463 -0.33109
H50 -10.60825 -11.08856 -2.09650
Br1 -8.13518 -23.24568 1.83604
C26 -6.88071 -22.18343 0.82438
C27 -7.52796 -21.81958 -0.44288
Br2 -6.49815 -20.47915 -1.32545
H51 -5.99155 -22.78930 0.69625
H52 -6.59175 -21.32885 1.42225
H53 -8.54674 -21.47075 -0.30303
H54 -7.58465 -22.64972 -1.13552
Br3 -8.88191 -17.77278 7.88819
C28 -8.85976 -16.35412 6.59101
C29 -8.21567 -15.14693 7.28020
Br4 -7.88106 -13.77370 5.97079
H55 -9.88140 -16.12450 6.31006
H56 -8.30170 -16.67316 5.71999
H57 -7.22872 -15.39848 7.63985
H58 -8.85096 -14.78475 8.07354
Br5 -4.22466 -24.68506 8.08850
C30 -5.62654 -24.03451 6.95374
C31 -5.09314 -22.95922 6.07440
Br6 -6.48933 -22.43767 4.81732
H59 -6.43761 -23.66604 7.56204
H60 -5.99700 -24.85778 6.35154
H61 -4.23890 -23.25262 5.49081
H62 -4.85873 -22.07038 6.64784
Br7 -2.87992 -20.78999 3.77968
C32 -3.59297 -19.06523 4.29034
C33 -4.60610 -19.21606 5.27469
Br8 -5.28803 -17.45198 5.64054
H63 -3.97011 -18.59671 3.39327
H64 -2.75922 -18.47271 4.63359
H65 -4.20433 -19.56446 6.21326
H66 -5.40086 -19.85443 4.93348
Br9 -5.34802 -12.51974 3.66773
C34 -4.39194 -13.84626 4.73174
C35 -3.98855 -13.20525 5.99410
Br10 -3.15136 -14.49339 7.19357
H67 -3.57218 -14.24376 4.16391
H68 -5.12057 -14.61323 4.93500
H69 -4.81316 -12.75216 6.51708
H70 -3.23362 -12.44538 5.82026

Atomic forces in eV per Å
0.086 -0.463 -0.438
-0.356 -0.268 0.368
1.061 -0.795 -1.279
0.834 1.319 -2.087
-0.268 0.739 -0.572
-1.343 -1.620 3.686
0.004 0.106 0.201
0.044 0.262 0.199
0.121 0.193 0.025
-0.191 0.217 -0.133
0.019 0.254 -0.050
0.027 -0.056 0.145
-0.069 0.129 0.090
-0.041 -0.014 -0.039
-0.355 0.289 -0.539
0.222 -0.962 -0.067
0.864 1.182 0.412
-1.167 3.405 2.866
0.026 0.732 -0.482
0.147 -4.846 -3.028
-0.004 0.217 -0.007
0.081 0.027 -0.045
-0.094 0.072 -0.030
0.029 0.106 0.564
-0.076 0.325 0.135
0.279 -0.123 0.152
0.039 -0.063 0.082
0.076 -0.329 -0.061
-0.663 -0.801 -0.046
0.703 0.759 0.746
0.287 -0.528 -1.193
-0.134 -0.904 -0.202
-0.605 -0.361 0.457
0.566 1.980 -0.157
0.186 -0.430 -0.207
-0.064 0.250 -0.288
0.262 0.214 -0.083
-0.448 -0.041 0.365
-0.252 -0.207 0.284
0.105 -0.028 0.023
0.080 0.116 0.219
0.059 -0.031 0.042
-1.226 -0.293 -0.148
0.601 0.291 0.577
0.384 1.316 0.507
-0.102 0.810 2.126
-1.851 -2.222 0.478
0.756 -0.371 -4.174
0.005 0.221 -0.111
0.234 0.121 -0.079
-0.027 0.292 -0.136
0.035 -0.301 -0.066
0.110 0.003 -0.020
0.331 0.189 0.216
0.482 -0.121 0.417
0.212 0.053 0.560
-0.391 0.567 0.330
-0.466 -0.531 2.589
-1.095 -0.504 0.975
1.142 1.517 -3.360
0.169 -0.180 -0.048
0.174 -0.139 -0.054
0.026 -0.102 0.045
0.112 -0.127 -0.177
0.080 -0.206 -0.267
0.246 -0.152 -0.118
0.460 1.309 0.548
-0.012 -0.158 -0.995
0.223 -0.083 0.936
-0.206 -0.383 0.329
0.063 -0.291 0.169
-0.098 -0.108 -0.061
-0.291 -0.166 0.263
-0.040 0.131 -0.339
-0.217 -0.255 -0.413
-0.003 -0.057 -0.298
0.557 0.583 0.866
0.029 -1.362 -1.764
0.323 0.180 0.303
-0.484 1.852 1.367
-0.085 -0.302 -0.180
-0.176 -0.068 -0.256
-0.152 -0.242 -0.063
-0.101 -0.244 -0.006
0.132 -0.137 -0.039
-0.066 -0.293 -0.136
-0.267 -0.338 0.285
0.745 -0.251 0.770
-0.777 -0.080 -0.906
0.451 0.415 -0.381
0.046 -0.128 -0.112
-0.232 0.198 0.119
0.112 0.362 -0.013
0.017 -0.229 0.011
-0.131 -0.457 0.107
0.209 0.909 0.252
0.019 -0.887 -0.590
-0.140 0.366 -0.218
-0.100 -0.108 -0.020
0.147 -0.118 -0.039
0.062 -0.129 0.308
-0.015 0.286 0.125
0.234 -0.139 0.300
-0.432 -0.340 -0.417
-0.103 0.721 0.007
-0.008 -0.081 0.039
-0.117 0.034 0.298
0.074 -0.188 0.106
0.221 -0.149 -0.197
0.142 0.100 0.002
0.129 -0.307 -0.109
1.960 0.575 -2.056
-1.371 -0.301 1.817
-0.450 0.397 0.198
-0.045 -0.010 -0.370
0.273 0.076 0.112
-0.046 -0.246 0.277
-0.471 -0.089 0.090
0.172 0.013 -0.214
-0.822 -0.273 -0.205
0.923 0.734 0.568
-0.103 -0.034 -0.029
0.277 -0.054 -0.327
-0.186 -0.334 -0.155
-0.310 -0.048 0.200
0.042 0.077 0.049